Entry 1:
DFT (wB97M-V/def2-TZVPD) results for 5 unconnected molecules or ions with the total composition C24H49NO9S.

XYZ file:
```
84
Properties=species:S:1:pos:R:3:forces:R:3
H -4.966140 0.682249 -5.806273 -0.027 -0.003 -0.003
C 1.339252 -6.598707 7.291783 0.015 0.049 0.025
H -0.802742 -6.415083 7.059077 -0.004 0.009 -0.006
H 2.115434 -6.143181 7.910226 0.007 0.000 -0.005
H 4.431839 2.159328 1.291391 -0.021 -0.054 -0.024
H 3.356191 0.129433 3.601162 -0.036 0.011 0.015
O 0.769653 3.253020 -3.696644 0.037 0.020 0.007
C 1.937509 2.366166 -0.223328 -0.132 0.157 -0.021
H -0.774785 3.482022 -2.346501 -0.001 0.048 -0.006
H -1.744681 2.624819 -4.848919 -0.018 -0.010 -0.026
H 4.106988 -2.414335 2.877156 -0.007 -0.001 -0.020
H 0.288526 4.885200 -2.530659 0.027 -0.011 0.001
O 1.142616 -5.128209 5.454108 0.012 -0.051 0.054
C 0.286846 -4.638996 6.490193 -0.001 0.027 0.015
C 0.905941 -1.858508 3.641215 0.134 -0.036 0.095
O 0.574957 3.301495 1.658569 -0.150 -0.211 0.226
H 5.419238 2.039632 -0.154314 -0.097 -0.064 -0.075
C 5.176173 -0.362042 0.061003 -0.116 -0.049 0.168
C 1.660851 -6.410521 5.814972 -0.047 -0.017 -0.003
H -1.259763 -0.933207 2.486020 -0.195 0.264 0.008
C 3.251417 -2.058285 3.450325 -0.064 0.028 0.066
C 0.381000 2.974468 -5.041422 0.005 0.075 -0.011
S -0.957112 3.004864 1.341765 0.399 0.065 -0.491
C 0.033927 -5.815663 7.423390 -0.009 -0.045 -0.037
H -2.970738 1.381272 1.483121 0.075 -0.004 -0.061
H -6.101109 2.361385 -8.082251 0.000 0.004 0.006
C -0.218387 4.081821 -3.068423 -0.049 -0.077 -0.037
H 1.366642 1.368556 1.642620 -0.134 0.103 -0.009
H -0.189616 -5.502052 8.441684 0.018 0.003 0.011
H -2.022495 0.388992 0.366848 0.091 0.082 -0.011
H 1.658023 1.407921 -0.665162 0.037 0.050 0.065
H -3.475154 -0.975045 0.054149 -0.141 0.296 0.060
C -3.240670 -1.527998 2.004310 -0.042 -0.159 0.128
H -4.198263 0.000086 -8.425791 0.007 0.001 0.002
H 3.573253 2.514880 -1.622066 -0.119 -0.019 0.067
H 3.513308 -2.093233 4.510652 0.003 -0.001 -0.003
H -4.595286 1.218265 -9.642302 -0.013 0.015 -0.003
H 3.600856 3.748829 -0.380698 -0.012 -0.095 0.083
O -3.429127 -2.434953 2.773104 -0.210 0.153 0.136
H -5.556836 2.353199 -5.739474 0.020 0.013 0.010
H -6.446875 0.667645 -7.716617 0.007 -0.018 -0.004
O -0.898940 1.420075 1.751556 -0.258 0.204 0.051
H -0.040901 -1.982316 3.113054 0.189 -0.159 0.119
H 1.252532 -7.647372 7.571286 -0.018 -0.007 -0.002
H -2.553398 -0.093801 3.351676 0.226 -0.018 -0.010
H -3.367329 2.931978 -8.460080 0.002 -0.013 -0.024
H 0.713459 -1.939000 4.717316 -0.038 -0.029 -0.016
O 4.055059 0.493719 0.135579 0.233 -0.044 -0.128
C -5.665505 1.425830 -7.725445 0.013 0.043 -0.024
H -2.124642 4.822703 -3.838707 -0.013 -0.024 0.001
C -1.120269 4.586595 -4.187122 0.071 0.024 -0.056
H -0.697646 5.484094 -4.645699 0.003 0.001 0.008
H 1.030382 3.538104 -5.722081 -0.016 -0.015 -0.025
H 1.172002 -7.175004 5.202016 0.009 -0.019 0.016
H 1.916083 -3.788636 3.753036 -0.016 0.036 0.014
C -3.373833 1.946939 -7.980387 -0.020 0.031 -0.007
H 2.730590 -6.430528 5.603504 0.004 0.020 -0.017
H -0.624824 -4.247036 6.038205 0.009 0.002 -0.030
C -2.230302 -0.445882 2.368733 -0.037 -0.145 -0.392
C -5.026930 1.627271 -6.357102 0.011 -0.044 -0.017
C 3.399058 2.684402 -0.555156 0.086 0.106 0.037
C 4.406655 1.865800 0.232626 0.008 0.053 -0.063
H 2.959605 -0.476235 1.984051 0.052 -0.006 -0.012
H 2.483386 2.687243 1.862499 -0.161 0.198 -0.005
C -4.452753 1.051276 -8.575900 -0.005 -0.039 0.033
O -1.152952 3.035105 -0.099159 -0.225 -0.076 0.342
C 2.822985 -0.651009 3.053363 -0.007 -0.041 -0.019
N -3.965486 -1.457910 0.792375 0.344 0.163 -0.129
C 1.621589 2.361826 1.278296 0.471 -0.194 -0.139
H -1.340775 3.690641 -6.189428 -0.013 0.006 -0.009
H 1.309172 3.116493 -0.702667 0.021 -0.069 -0.027
C 1.969972 -2.853041 3.201869 0.066 -0.027 -0.132
H -4.899825 -1.088323 0.899462 -0.135 -0.351 0.014
O 1.426822 -0.556750 3.361010 -0.050 0.006 0.008
H 0.521114 1.909802 -5.236112 0.014 -0.007 0.017
H 5.653177 -0.294132 -0.923832 0.049 0.000 0.086
H 0.794847 -3.820354 7.011577 -0.011 -0.004 0.023
H 5.909958 -0.129388 0.842553 0.011 0.004 -0.063
H 1.866829 -3.070441 2.135437 -0.010 0.031 -0.005
O -3.703762 2.106978 -6.600130 -0.048 -0.015 0.004
H 4.826906 -1.383556 0.222981 -0.013 0.067 -0.088
H -2.372944 1.520003 -8.056481 0.010 0.007 0.022
C -1.070930 3.418389 -5.170693 0.056 -0.002 0.089
C -2.098899 0.719918 1.404126 -0.114 -0.204 0.165
```
Forces are in eV/Å.

Values from the calculation:
**Charge**: 0
**Kohn-Sham gap**: 9.5276 eV
**Lowest unoccupied orbital energy**: 0.57 eV
**E_tot**: -2073.85002 a.u.

Löwdin population analysis, charges in e, atoms 1 to 4: atom 1 (H): 0.117, atom 2 (C): -0.169, atom 3 (H): 0.115, atom 4 (H): 0.113


Entry 2:
DFT (wB97M-V/def2-TZVPD) results for 2 unconnected molecules or ions with the total composition C4H12NO.

XYZ file:
```
18
Properties=species:S:1:pos:R:3:forces:R:3
H 1.220856 2.644220 0.811285 0.487 -0.265 0.072
H 0.936399 0.358157 0.078631 -0.400 0.391 0.067
H 0.083170 -1.406248 2.063502 -0.664 0.009 0.476
O 0.376904 2.456824 1.229571 0.343 0.231 -0.254
H 0.310055 -1.547334 -2.986556 0.108 0.016 0.332
C 0.385519 -0.678458 -2.308587 -1.039 -1.835 -1.183
H -1.337738 1.117436 1.303926 0.735 -0.242 -0.789
C -0.367244 -1.039764 -1.037220 0.687 0.036 1.732
H -0.510459 -2.126781 -0.955789 -0.182 0.345 -0.049
H -1.530683 0.351058 2.846985 0.915 -0.848 0.257
N -0.270159 -0.662040 1.471219 1.165 0.564 0.133
H 1.311637 -1.318092 0.296482 -0.412 0.291 0.190
H 1.461647 -0.592225 -2.186919 -0.070 0.825 0.053
C 0.468384 -0.607740 0.206404 0.838 -1.216 -1.301
H -0.063362 3.287884 1.053030 -0.593 0.387 0.184
H -1.320852 -0.550144 -0.866140 -0.337 0.042 -0.719
C -0.979635 0.293459 1.902067 -2.247 0.322 0.482
H -0.174439 0.019787 -2.921891 0.665 0.946 0.319
```
Forces are in eV/Å.

Values from the calculation:
**Charge**: +1
**Kohn-Sham gap**: 10.5880 eV
**Energy above the lowest of the compared OMol25 structures with the same formula, charge and spin**: 42.1 kcal/mol
**Lowest unoccupied orbital energy**: -4.68 eV
**E_tot**: -289.30778 a.u.

Löwdin population analysis, charges in e, atoms 1 to 4: atom 1 (H): 0.064, atom 2 (H): 0.108, atom 3 (H): 0.183, atom 4 (O): -0.046


Entry 3:
DFT (wB97M-V/def2-TZVPD) results for a gas-phase ion, C5H13N2 (charge +1).

XYZ file:
```
20
Properties=species:S:1:pos:R:3:forces:R:3
C -0.922362 -0.967407 -0.876510 0.048 0.451 -0.038
H 1.367727 0.987398 -1.610080 -0.361 0.890 1.294
C 0.663531 0.976843 1.721790 -0.722 -0.338 -2.201
H -0.886557 -0.366273 -1.800902 0.498 -0.296 0.393
H 0.345030 -1.347685 0.975190 -0.359 -1.121 0.251
C 0.427476 -0.880057 0.016049 0.070 0.344 -1.205
H 0.703123 0.220397 2.423083 -0.127 -1.825 1.408
H -2.388529 -2.383123 -1.677243 0.686 0.102 0.252
C 0.722566 0.552300 0.390590 -1.035 1.208 2.169
H 1.299790 -1.272820 -0.566927 -0.838 -0.064 0.315
H -1.811743 -0.552565 -0.353109 0.636 -0.652 0.056
H 0.044388 1.996883 -1.052993 -0.707 0.787 -0.166
N 0.433311 2.156507 2.390954 0.435 1.248 -1.435
H 0.375595 3.077993 1.930422 0.161 -1.076 0.202
C 0.929005 1.527886 -0.689044 0.905 -1.678 -1.846
H 0.648358 2.224731 3.373004 0.084 -0.270 -0.160
H 1.657362 2.192331 -0.298339 0.552 1.234 -0.290
N -1.382724 -2.427533 -1.418259 -0.993 3.028 -0.048
H -1.321685 -2.995599 -0.615024 0.466 -1.602 0.737
H -0.903657 -2.720207 -2.262655 0.602 -0.372 0.312
```
Forces are in eV/Å.

Values from the calculation:
**Charge**: +1
**Kohn-Sham gap**: 7.2706 eV
**SMILES**: C/C(=C\N)CC[NH3+]
**Energy above the lowest of the compared OMol25 structures with the same formula, charge and spin**: 62.7 kcal/mol
**Lowest unoccupied orbital energy**: -3.63 eV
**E_tot**: -307.52162 a.u.

Löwdin population analysis, charges in e, atoms 1 to 4: atom 1 (C): -0.055, atom 2 (H): 0.113, atom 3 (C): -0.143, atom 4 (H): 0.117